# C20H41N4O3PPd

A structure of composition C20H41N4O3PPd (ωB97M-V/def2-TZVPD, OMol25).

## Properties
- LUMO energy (alpha / beta) (eV) = -4.591 / -7.557
- <S²> = 2.00
- energy relative to the best compared isomer or geometry (same formula, charge and spin) (kJ/mol) = 38.0
- 2S+1 = 3
- total charge = +2

XYZ file:
```
70
Properties=species:S:1:pos:R:3:lowdin_spin:R:1
Pd 0.76 -0.14 0.29 1.424
C -1.92 -4.65 2.34 0.000
N -2.00 -3.46 1.49 0.002
C -3.22 -3.31 0.69 0.000
C -1.06 -2.53 1.43 0.002
O -1.17 -1.48 0.77 0.026
C 0.24 -2.70 2.22 0.003
O 1.33 -2.29 1.40 0.036
C 1.81 -3.30 0.52 0.002
C 1.86 -2.77 -0.91 0.010
O 1.25 -1.73 -1.20 0.082
N 2.54 -3.46 -1.81 0.006
C 2.53 -3.04 -3.22 0.001
C 3.24 -4.72 -1.56 0.001
H -2.89 -5.12 2.37 0.000
H -1.65 -4.39 3.37 0.000
H -1.20 -5.37 1.95 0.000
H -4.04 -2.94 1.31 0.000
H -3.49 -4.28 0.27 0.000
H -3.04 -2.61 -0.12 0.000
H 0.39 -3.71 2.59 0.001
H 0.22 -2.02 3.06 0.000
H 1.15 -4.18 0.52 0.000
H 2.79 -3.61 0.86 0.000
H 1.76 -2.28 -3.37 0.000
H 2.32 -3.90 -3.85 0.000
H 3.50 -2.62 -3.49 0.000
H 3.59 -4.79 -0.53 0.000
H 4.11 -4.76 -2.21 0.000
H 2.60 -5.57 -1.78 0.000
N -2.14 0.95 -0.01 0.009
C -2.98 1.97 -0.22 0.004
C -2.22 3.06 -0.60 0.003
C -0.91 2.59 -0.59 0.006
N -0.87 1.31 -0.23 0.095
H -2.34 0.00 0.27 0.000
H -4.05 1.87 -0.10 0.001
H -2.57 4.04 -0.85 0.001
H -0.01 3.13 -0.84 0.000
C 4.28 -0.72 1.14 0.007
C 4.35 0.43 0.13 0.024
C 5.52 1.36 0.45 0.009
P 2.70 1.28 0.06 0.143
C 2.64 2.42 1.53 0.023
C 2.78 3.89 1.15 0.005
C 1.37 2.15 2.35 0.025
C 2.60 2.20 -1.56 0.014
C 3.94 2.74 -2.06 0.006
C 1.96 1.28 -2.61 0.002
H 5.17 -1.34 1.07 0.000
H 3.40 -1.33 0.97 0.004
H 4.23 -0.33 2.16 0.000
H 4.49 0.01 -0.87 0.000
H 5.49 1.70 1.48 0.000
H 5.58 2.22 -0.21 0.000
H 6.45 0.79 0.33 0.002
H 3.50 2.13 2.14 0.001
H 1.92 4.24 0.59 0.000
H 3.68 4.07 0.56 0.000
H 2.85 4.49 2.06 0.002
H 0.49 2.57 1.86 0.000
H 1.46 2.61 3.33 0.002
H 1.21 1.08 2.51 0.010
H 1.94 3.05 -1.38 0.000
H 4.65 1.94 -2.26 0.000
H 4.39 3.45 -1.37 0.000
H 3.77 3.27 -3.00 0.001
H 2.61 0.41 -2.80 0.000
H 1.84 1.81 -3.55 0.000
H 0.99 0.91 -2.30 0.000
```

***

# C20H41NO30S7

A cluster of 8 separate species, C20H41NO30S7 in total (ωB97M-V/def2-TZVPD, OMol25).

## Properties
- SMILES = CCC(=O)O[C@@H](N)CC.O=S1(=O)OCCO1.O=S1(=O)OCCO1.O=S1(=O)OCCO1.O=S1(=O)OCCO1.O=S1(=O)OCCO1.O=S1(=O)OCCO1.O=S1(=O)OCCO1
- LUMO energy (eV) = 0.258

XYZ file:
```
99
Properties=species:S:1:pos:R:3:mulliken_charge:R:1
C 3.73 3.65 -0.99 -1.353
C 3.49 2.14 -0.98 0.773
C 3.82 1.47 -2.30 0.575
O 3.09 0.69 -2.86 -0.657
O 5.05 1.82 -2.81 -0.359
C 5.91 0.68 -3.09 0.051
N 7.01 1.19 -3.91 -0.767
C 6.48 0.08 -1.81 -0.411
C 6.96 1.14 -0.82 -1.080
H 2.84 4.18 -1.35 0.340
H 3.96 3.99 0.02 0.335
H 4.55 3.95 -1.64 0.345
H 4.14 1.64 -0.26 -0.651
H 2.45 1.89 -0.76 0.401
H 5.35 -0.05 -3.68 0.492
H 6.72 1.15 -4.88 0.313
H 7.06 2.19 -3.73 0.281
H 5.80 -0.63 -1.34 0.190
H 7.37 -0.50 -2.08 0.457
H 7.52 0.69 0.00 0.307
H 7.67 1.81 -1.33 0.413
H 6.15 1.75 -0.41 0.114
O 1.92 6.17 0.75 -0.569
S 0.63 5.64 0.99 1.054
O 0.40 4.64 1.98 -0.392
O 0.02 5.15 -0.40 -0.280
C -1.23 5.81 -0.67 -0.099
C -1.10 7.14 0.03 -0.402
O -0.39 6.84 1.25 -0.344
H -2.03 5.21 -0.24 0.254
H -1.38 5.91 -1.74 0.212
H -2.06 7.60 0.26 0.327
H -0.49 7.84 -0.54 0.323
O 5.23 -1.70 0.56 -0.622
S 4.86 -0.93 1.70 1.182
O 5.80 -0.07 2.34 -0.595
O 4.19 -1.89 2.78 -0.363
C 2.86 -1.43 3.10 -0.302
C 2.39 -0.75 1.84 -0.105
O 3.57 -0.08 1.34 -0.249
H 2.93 -0.72 3.93 0.260
H 2.24 -2.26 3.39 0.335
H 1.60 -0.03 2.01 0.165
H 2.07 -1.47 1.09 0.207
O -2.39 6.40 -3.30 -0.497
S -3.01 6.34 -4.58 1.048
O -4.06 5.43 -4.85 -0.557
O -1.86 6.18 -5.68 -0.309
C -1.93 7.25 -6.63 -0.316
C -2.50 8.41 -5.86 -0.305
O -3.49 7.81 -5.00 -0.335
H -2.59 6.94 -7.45 0.280
H -0.94 7.45 -7.03 0.313
H -2.97 9.16 -6.49 0.312
H -1.75 8.89 -5.23 0.270
O -1.81 1.47 3.21 -0.493
S -0.73 0.96 3.96 1.096
O 0.01 -0.17 3.50 -0.544
O -1.21 0.70 5.46 -0.304
C -0.39 1.41 6.38 -0.338
C 0.09 2.62 5.61 -0.379
O 0.32 2.11 4.29 -0.265
H 0.44 0.77 6.67 0.262
H -0.96 1.68 7.26 0.309
H 1.00 3.05 6.01 0.327
H -0.68 3.40 5.54 0.309
O -3.52 0.50 2.08 -0.385
S -4.73 -0.11 2.51 1.084
O -5.69 0.61 3.27 -0.591
O -4.35 -1.46 3.28 -0.296
C -5.00 -2.59 2.67 -0.002
C -5.16 -2.19 1.22 -0.247
O -5.48 -0.79 1.27 -0.365
H -5.97 -2.73 3.16 0.293
H -4.39 -3.48 2.79 0.017
H -5.96 -2.73 0.72 0.339
H -4.23 -2.31 0.66 0.209
O -3.16 -7.48 1.86 -0.477
S -2.91 -6.10 2.04 1.091
O -3.58 -5.35 3.05 -0.619
O -3.11 -5.36 0.64 -0.280
C -1.91 -4.67 0.27 -0.224
C -0.80 -5.47 0.91 -0.260
O -1.35 -5.87 2.18 -0.337
H -1.95 -3.65 0.67 0.164
H -1.82 -4.62 -0.81 0.349
H 0.11 -4.90 1.06 0.293
H -0.57 -6.37 0.34 0.246
O -1.66 -9.03 -1.72 -0.486
S -2.53 -10.01 -2.24 1.078
O -2.21 -10.76 -3.40 -0.546
O -3.98 -9.36 -2.41 -0.311
C -4.96 -10.09 -1.66 -0.325
C -4.18 -10.67 -0.49 -0.134
O -2.91 -11.03 -1.07 -0.311
H -5.37 -10.88 -2.30 0.286
H -5.76 -9.43 -1.34 0.313
H -4.66 -11.54 -0.05 0.299
H -4.00 -9.92 0.28 0.148
```

***

# C20H42BrInN3O4

A structure of composition C20H42BrInN3O4 (ωB97M-V/def2-TZVPD, OMol25).

## Properties
- LUMO energy (eV) = 2.401
- energy relative to the best compared isomer or geometry (same formula, charge and spin) (kJ/mol) = 261.7
- total charge = -1

XYZ file:
```
71
Properties=species:S:1:pos:R:3:mulliken_charge:R:1
Br 4.01 -0.77 -0.23 -0.222
C 2.97 0.50 -1.38 -0.161
C 3.70 1.91 -1.59 -0.560
C 3.21 3.05 -0.57 -0.847
In 1.24 3.87 -1.41 0.659
C -0.29 2.22 -1.06 -0.270
C -0.72 1.85 0.36 -0.252
C -1.72 0.69 0.35 -0.385
C -2.15 0.09 -0.96 -0.202
N -1.83 0.42 -2.30 -0.440
C -0.90 1.48 -2.23 -0.035
H 1.94 0.59 -0.89 0.026
H 2.77 0.01 -2.41 0.322
H 4.83 1.76 -1.39 0.273
H 3.53 2.28 -2.65 0.308
H 3.96 3.89 -0.40 0.352
H 2.94 2.64 0.48 0.079
H 0.72 5.34 -0.48 -0.351
H 1.39 4.37 -3.13 -0.395
H -0.29 2.37 1.26 0.324
H -2.14 0.29 1.32 0.274
H -2.88 -0.80 -0.87 0.251
H -0.55 1.85 -3.26 0.282
C 5.53 -0.88 8.08 -0.738
O 6.48 -0.37 7.15 -0.345
C 7.05 -1.39 6.33 -0.799
C 6.67 -1.17 4.87 -0.213
N 5.25 -1.44 4.66 -0.317
C 4.77 -1.03 3.34 -0.850
C 4.75 0.48 3.04 0.465
O 3.82 1.21 3.83 -0.399
C 4.33 1.68 5.06 -0.569
H 5.19 -0.06 8.71 0.242
H 4.66 -1.29 7.55 0.320
H 5.98 -1.65 8.71 0.342
H 6.78 -2.40 6.67 0.410
H 8.14 -1.29 6.43 0.383
H 7.26 -1.83 4.24 0.372
H 6.92 -0.13 4.61 0.199
H 4.71 -0.94 5.36 0.156
H 3.74 -1.40 3.25 0.315
H 5.35 -1.54 2.57 0.455
H 4.41 0.59 2.00 -0.453
H 5.74 0.93 3.08 0.258
H 5.40 1.92 5.01 0.288
H 4.15 0.95 5.86 0.170
H 3.79 2.59 5.33 0.289
C -4.79 0.98 -3.67 -0.891
O -6.01 0.81 -4.38 -0.371
C -5.82 0.25 -5.68 -0.767
C -6.49 -1.12 -5.76 -0.217
N -5.76 -2.10 -4.95 -0.298
C -6.47 -3.37 -4.80 -0.677
C -7.78 -3.35 -4.00 -0.486
O -7.60 -3.06 -2.62 -0.412
C -7.64 -1.67 -2.30 -0.456
H -5.01 1.48 -2.72 0.322
H -4.33 0.01 -3.45 0.380
H -4.09 1.61 -4.24 0.387
H -4.76 0.20 -5.96 0.389
H -6.32 0.92 -6.39 0.391
H -6.50 -1.46 -6.80 0.377
H -7.52 -1.01 -5.41 0.182
H -5.61 -1.71 -4.02 0.023
H -5.78 -4.05 -4.30 0.374
H -6.66 -3.79 -5.79 0.393
H -8.19 -4.37 -4.03 0.338
H -8.54 -2.70 -4.45 0.348
H -8.30 -1.11 -2.96 0.271
H -6.63 -1.25 -2.33 0.117
H -8.00 -1.57 -1.28 0.276
```

***

# C20H42ClN3O8P2

A cluster of 3 separate species, C20H42ClN3O8P2 in total (ωB97M-V/def2-TZVPD, OMol25).

## Properties
- SMILES = N#C[C@@H](Cl)[C@@H](C#N)CCCCN.CCOP(=O)(OCC)OCC.CCOP(=O)(OCC)OCC
- LUMO energy (eV) = -2.533

XYZ file:
```
76
Properties=species:S:1:pos:R:3:mulliken_charge:R:1
N 1.89 -0.65 0.30 -0.484
C 0.60 -0.44 0.39 0.000
C -1.03 -0.28 0.72 0.291
Cl -1.13 0.61 2.35 -0.131
C -1.67 0.53 -0.56 0.391
C -1.88 -0.49 -1.86 -0.030
N -2.14 -1.37 -2.81 -0.534
C -2.99 1.44 -0.22 -0.690
C -4.15 0.67 0.66 -0.366
C -5.23 -0.19 -0.25 -0.477
C -5.15 -1.80 0.17 -0.772
N -3.78 -2.41 -0.06 -0.412
H -1.47 -1.36 0.82 0.235
H -0.83 1.30 -0.92 0.256
H -3.50 1.85 -1.21 0.283
H -2.61 2.42 0.35 0.242
H -3.75 -0.06 1.48 0.231
H -4.79 1.52 1.20 0.301
H -6.34 0.15 0.04 0.286
H -5.06 0.00 -1.39 0.329
H -5.96 -2.35 -0.47 0.301
H -5.34 -1.84 1.33 0.307
H -3.77 -3.02 -0.92 0.217
H -3.41 -2.90 0.78 0.231
C 3.63 -7.63 4.81 -0.895
C 4.53 -6.52 4.29 -0.403
O 4.24 -6.22 2.93 -0.345
P 2.89 -5.30 2.63 1.105
O 3.45 -4.06 3.36 -0.663
O 3.29 -4.72 1.12 -0.319
C 3.11 -3.34 0.84 -0.464
C 4.45 -2.62 0.90 -1.106
O 2.25 -6.69 1.81 -0.458
C 3.00 -7.38 0.81 0.029
C 3.54 -8.69 1.34 -1.108
H 2.58 -7.39 4.66 0.250
H 3.81 -7.79 5.88 0.399
H 3.83 -8.56 4.29 0.196
H 4.43 -5.63 4.91 0.365
H 5.58 -6.84 4.34 0.278
H 2.38 -2.89 1.52 0.305
H 2.69 -3.25 -0.17 0.425
H 5.00 -2.86 1.81 0.279
H 4.32 -1.54 0.84 0.387
H 5.09 -2.94 0.06 0.278
H 3.81 -6.79 0.39 0.206
H 2.29 -7.59 -0.01 0.399
H 4.42 -8.53 1.97 0.143
H 3.85 -9.34 0.52 0.432
H 2.80 -9.22 1.95 0.266
C -3.92 6.07 -2.10 -0.968
C -2.87 5.53 -3.05 -0.374
O -1.59 6.09 -2.77 -0.350
P -0.76 5.49 -1.47 1.241
O -0.62 4.08 -2.09 -0.635
O 0.79 5.95 -1.90 -0.442
C 1.85 5.00 -1.79 -0.307
C 2.18 4.44 -3.16 -1.108
O -0.91 7.07 -0.77 -0.491
C -0.55 8.25 -1.49 -0.026
C -1.78 9.00 -1.97 -1.105
H -3.62 5.93 -1.05 0.255
H -4.88 5.57 -2.26 0.414
H -4.07 7.14 -2.25 0.239
H -2.83 4.44 -2.99 0.316
H -3.13 5.79 -4.08 0.285
H 1.59 4.20 -1.09 0.287
H 2.72 5.52 -1.38 0.361
H 1.29 4.10 -3.70 0.260
H 2.88 3.60 -3.08 0.370
H 2.64 5.22 -3.79 0.325
H 0.12 8.06 -2.33 0.206
H 0.00 8.88 -0.78 0.415
H -2.21 8.52 -2.85 0.144
H -1.52 10.02 -2.25 0.434
H -2.55 9.03 -1.20 0.267
```

***

# C20H42EuN4O2S7

A structure of composition C20H42EuN4O2S7 (ωB97M-V/def2-TZVPD, OMol25).

## Properties
- LUMO energy (alpha / beta) (eV) = -4.076 / -4.076
- <S²> = 15.76
- energy relative to the best compared isomer or geometry (same formula, charge and spin) (kJ/mol) = 0.0
- 2S+1 = 8
- total charge = +2

XYZ file:
```
76
Properties=species:S:1:pos:R:3:lowdin_spin:R:1
Eu 0.37 -0.20 -0.11 7.015
C 3.81 -2.65 -0.58 0.000
C 3.47 -2.24 -2.00 0.000
S 1.65 -2.13 -2.22 -0.001
C 1.55 -1.24 -3.81 0.001
C 1.91 0.24 -3.74 0.001
S 0.66 1.15 -2.77 -0.003
C 1.50 2.73 -2.38 0.001
C 2.86 2.64 -1.72 0.000
S 2.85 1.67 -0.16 -0.002
C 4.46 0.83 -0.26 0.000
C 4.55 -0.27 0.79 0.000
S 3.22 -1.53 0.73 0.000
H 4.89 -2.75 -0.47 0.000
H 3.36 -3.62 -0.35 0.000
H 3.84 -2.99 -2.70 0.000
H 3.90 -1.27 -2.25 0.000
H 0.52 -1.38 -4.13 0.000
H 2.21 -1.76 -4.51 0.000
H 1.92 0.65 -4.75 0.000
H 2.89 0.39 -3.29 0.000
H 0.78 3.22 -1.73 0.000
H 1.59 3.30 -3.30 0.000
H 3.19 3.65 -1.47 0.000
H 3.61 2.20 -2.37 0.000
H 5.24 1.56 -0.06 0.000
H 4.60 0.43 -1.27 0.000
H 4.48 0.16 1.79 0.000
H 5.50 -0.79 0.72 0.000
C -1.23 -3.76 -0.15 0.002
C -2.03 -3.31 -1.37 0.001
S -1.56 -1.67 -2.03 -0.002
C -3.16 -0.83 -2.19 0.000
C -3.91 -0.55 -0.89 0.000
S -2.87 0.20 0.41 0.000
C -3.27 -0.90 1.82 0.000
C -2.84 -2.35 1.70 0.000
S -1.08 -2.59 1.23 -0.002
H -0.20 -3.97 -0.43 0.000
H -1.66 -4.69 0.24 0.000
H -3.10 -3.28 -1.16 0.000
H -1.87 -4.03 -2.17 0.000
H -3.79 -1.43 -2.85 0.000
H -2.91 0.10 -2.70 0.000
H -4.36 -1.45 -0.48 0.000
H -4.72 0.15 -1.11 0.000
H -4.35 -0.86 1.98 0.000
H -2.80 -0.42 2.68 0.000
H -3.44 -2.89 0.98 0.000
H -2.97 -2.83 2.67 0.000
N 0.63 0.43 2.38 -0.005
C 0.57 1.92 2.45 0.001
C 0.15 2.45 3.83 0.000
C -1.26 2.01 4.33 0.000
C -2.15 3.21 4.70 0.000
N -2.63 3.87 3.50 0.000
C -3.80 3.68 2.91 0.000
N -4.86 3.21 3.58 0.000
N -3.92 3.95 1.61 0.000
C -0.29 2.48 1.28 0.002
O -0.87 3.56 1.41 0.002
O -0.28 1.78 0.21 -0.014
H -0.14 0.07 2.94 0.001
H 1.46 0.12 2.87 0.001
H 1.57 2.29 2.26 0.000
H 0.21 3.54 3.79 0.000
H 0.90 2.13 4.55 0.000
H -1.16 1.39 5.22 0.000
H -1.77 1.42 3.56 0.000
H -1.56 3.92 5.27 0.000
H -2.98 2.89 5.33 0.000
H -1.89 4.14 2.86 0.000
H -4.88 3.24 4.59 0.000
H -5.76 3.20 3.14 0.000
H -3.08 4.15 1.08 0.000
H -4.81 4.03 1.16 0.000
```

***

# C20H42N2O10

A cluster of 6 separate species, C20H42N2O10 in total (ωB97M-V/def2-TZVPD, OMol25).

## Properties
- SMILES = C[N+](=O)[O-].C[N+](=O)[O-].c1ccccc1.COCCOC.COCCOC.COCCOC
- LUMO energy (eV) = 0.171
- energy relative to the best compared isomer or geometry (same formula, charge and spin) (kJ/mol) = 980.7

XYZ file:
```
74
Properties=species:S:1:pos:R:3:mulliken_charge:R:1
C -3.94 -4.80 -0.21 -0.890
N -2.55 -4.92 0.29 0.950
O -2.02 -5.99 0.28 -0.551
O -2.09 -3.87 0.69 -0.484
H -4.21 -3.78 -0.40 0.317
H -4.52 -5.35 0.54 0.305
H -4.20 -5.35 -1.11 0.373
C -0.39 -1.08 0.74 -0.450
N -0.33 -0.46 -0.62 0.991
O -1.31 -0.57 -1.30 -0.516
O 0.72 0.05 -0.92 -0.561
H 0.19 -0.39 1.37 0.115
H 0.23 -1.97 0.83 0.381
H -1.41 -1.09 1.11 0.045
C -5.39 -3.70 4.34 -0.341
C -5.22 -2.88 5.42 -0.425
C -4.56 -1.66 5.31 -0.463
C -3.91 -1.37 4.12 -0.390
C -4.05 -2.21 3.02 0.225
C -4.84 -3.35 3.09 -0.307
H -5.85 -4.66 4.53 0.342
H -5.65 -3.18 6.38 0.353
H -4.56 -1.03 6.18 0.366
H -3.33 -0.47 4.00 0.367
H -3.60 -2.04 2.05 0.161
H -4.97 -4.01 2.26 0.073
C 6.17 4.99 -1.13 -0.740
O 5.92 3.68 -0.68 -0.293
C 5.32 3.67 0.62 -0.538
C 4.15 2.71 0.56 -0.247
O 3.36 2.75 1.73 -0.452
C 2.44 1.67 1.78 -0.613
H 6.74 5.61 -0.41 0.309
H 5.27 5.55 -1.39 0.317
H 6.80 4.90 -2.02 0.247
H 5.00 4.64 1.00 0.403
H 6.11 3.29 1.27 0.224
H 4.50 1.68 0.48 0.290
H 3.57 2.92 -0.35 0.241
H 2.98 0.80 2.19 0.343
H 2.12 1.44 0.77 0.196
H 1.67 1.83 2.54 0.344
C 3.61 -0.38 -2.99 -0.658
O 4.11 -1.63 -3.36 -0.318
C 4.53 -1.65 -4.70 -0.485
C 5.00 -3.05 -5.08 -0.615
O 5.91 -3.64 -4.17 -0.347
C 7.04 -2.83 -4.00 -0.681
H 3.25 -0.39 -1.97 0.143
H 2.75 -0.06 -3.59 0.319
H 4.35 0.43 -3.03 0.318
H 5.28 -0.87 -4.89 0.335
H 3.72 -1.25 -5.34 0.465
H 5.40 -3.01 -6.09 0.377
H 4.11 -3.69 -5.02 0.329
H 6.90 -1.95 -3.38 0.229
H 7.41 -2.46 -4.97 0.303
H 7.90 -3.39 -3.62 0.277
C -5.09 4.95 1.36 -0.771
O -5.14 3.54 1.34 -0.310
C -5.63 2.88 0.16 -0.567
C -4.89 1.61 -0.09 -0.311
O -3.64 1.74 -0.76 -0.366
C -2.62 2.16 0.11 -0.468
H -4.60 5.33 0.45 0.346
H -4.41 5.22 2.16 0.237
H -6.09 5.37 1.49 0.316
H -5.72 3.57 -0.69 0.377
H -6.64 2.61 0.50 0.330
H -5.52 0.94 -0.69 0.353
H -4.77 1.03 0.84 0.215
H -2.36 1.46 0.91 0.099
H -2.83 3.13 0.56 0.231
H -1.66 2.29 -0.41 0.282
```

***

Max |F|? In order: 0.01314; 0.02345; 0.11140; 0.24748; 0.06274; 0.04324 Eh/bohr.
E? In order: -46263.0181; -160160.0746; -109291.6021; -73361.0822; -126645.4202; -44865.4982 eV.